Record 1
Here is 11 unconnected molecules or ions with the total composition C34H68O38S5 at a distorted geometry from the Open Molecules 2025 dataset. Energies are from the ωB97M-V functional and the def2-TZVPD basis.

Cartesian coordinates (Å):
1 C -4.38996 -2.43756 -0.73964
2 C -4.88850 -3.41668 -1.78427
3 O -3.78808 -4.20907 -2.23797
4 C -3.98622 -4.92072 -3.34014
5 O -4.96568 -4.89568 -4.03556
6 O -2.90467 -5.68303 -3.52519
7 C -2.80845 -6.25634 -4.81286
8 H -5.24281 -1.90628 -0.32183
9 H -3.69441 -1.69670 -1.13801
10 H -3.79237 -2.92214 0.03730
11 H -5.26660 -2.85460 -2.63773
12 H -5.67555 -4.04746 -1.37391
13 H -1.78261 -6.58099 -4.96515
14 H -3.07232 -5.57040 -5.62024
15 H -3.45824 -7.11681 -4.99053
16 C 0.90471 4.57720 1.68051
17 C 1.83015 3.64140 2.42641
18 O 3.19127 4.06814 2.46962
19 C 3.54373 5.10277 3.21676
20 O 2.82585 5.74102 3.93387
21 O 4.84803 5.32270 2.96963
22 C 5.41342 6.47134 3.58650
23 H -0.07265 4.17552 1.42753
24 H 1.29030 4.91199 0.70954
25 H 0.91012 5.51459 2.24489
26 H 1.87885 2.68319 1.91201
27 H 1.48839 3.46344 3.44761
28 H 6.48720 6.42476 3.43064
29 H 5.21346 6.46695 4.66020
30 H 4.98930 7.37819 3.15302
31 C 5.01293 1.36680 2.06479
32 C 5.96629 2.34986 1.38692
33 O 6.32130 1.89360 0.07027
34 C 5.67019 2.39866 -0.96621
35 O 4.72533 3.13829 -0.90861
36 O 6.26698 1.96366 -2.08705
37 C 5.73916 2.45560 -3.30215
38 H 4.98382 1.68256 3.10703
39 H 5.48138 0.37741 2.05000
40 H 4.06449 1.23249 1.55249
41 H 6.91800 2.35845 1.91715
42 H 5.58363 3.36587 1.32133
43 H 5.05663 3.29490 -3.15720
44 H 5.13958 1.72434 -3.84594
45 H 6.54561 2.82684 -3.93015
46 C -1.75553 5.83478 -5.92691
47 C -2.73958 6.01073 -4.77708
48 O -2.22558 5.66938 -3.50490
49 C -1.91398 4.41934 -3.20184
50 O -1.90236 3.50403 -3.98639
51 O -1.60036 4.37292 -1.91543
52 C -1.15145 3.14135 -1.38612
53 H -1.00424 6.62282 -5.96623
54 H -2.27259 5.80639 -6.88670
55 H -1.20182 4.89782 -5.86202
56 H -3.74645 5.61737 -4.92478
57 H -2.92361 7.08701 -4.72962
58 H -0.19852 3.27677 -0.87804
59 H -1.01903 2.40850 -2.18588
60 H -1.84163 2.64670 -0.69981
61 C -5.69733 3.81804 -3.23407
62 C -5.34055 2.46837 -2.63710
63 O -5.51500 2.52769 -1.22629
64 C -4.89150 1.65948 -0.46291
65 O -4.05518 0.87766 -0.83358
66 O -5.45830 1.67791 0.75207
67 C -4.98477 0.66059 1.63389
68 H -4.80611 4.45791 -3.21783
69 H -6.46057 4.39990 -2.72101
70 H -5.90171 3.75241 -4.30306
71 H -4.29293 2.30505 -2.88880
72 H -5.96096 1.69946 -3.09535
73 H -4.51196 -0.17005 1.11682
74 H -5.80833 0.24533 2.21154
75 H -4.26893 1.11242 2.32355
76 C 3.53978 -9.47402 -0.37872
77 C 2.22342 -9.04487 0.25186
78 O 1.65734 -7.88449 -0.32402
79 C 2.12641 -6.72075 0.11786
80 O 3.03043 -6.58068 0.90225
81 O 1.43427 -5.75838 -0.46246
82 C 1.76641 -4.42296 -0.14408
83 H 4.37402 -9.47626 0.32196
84 H 3.75202 -9.00395 -1.33753
85 H 3.52151 -10.53352 -0.67005
86 H 2.29914 -8.92501 1.33382
87 H 1.55010 -9.89979 0.17736
88 H 1.48268 -3.67262 -0.87632
89 H 2.75750 -4.25234 0.26579
90 H 1.10508 -4.14849 0.69256
91 C 2.56599 1.00479 -3.32575
92 C 2.97182 -0.26525 -4.03853
93 O 1.75733 -0.64721 -4.69475
94 S 0.52379 -0.46793 -3.66745
95 O 0.38572 -1.59693 -2.80645
96 O -0.61236 0.03648 -4.35545
97 O 1.25986 0.71894 -2.82764
98 H 2.52249 1.78595 -4.08788
99 H 3.19270 1.28662 -2.48307
100 H 3.25820 -1.11024 -3.40804
101 H 3.69159 -0.04971 -4.82547
102 C -1.09391 -0.53051 0.09171
103 C -0.79175 -0.77085 1.59281
104 O 0.52859 -0.26976 1.79553
105 S 1.31076 0.00974 0.42319
106 O 1.95207 -1.14201 -0.13152
107 O 2.09854 1.18144 0.61729
108 O -0.05672 0.32251 -0.35143
109 H -2.00465 0.04189 -0.06246
110 H -1.10177 -1.46308 -0.47407
111 H -0.83341 -1.82306 1.87783
112 H -1.49331 -0.28306 2.26927
113 C 5.32096 -1.18061 -0.67385
114 C 6.32041 -1.43459 -1.82667
115 O 6.87916 -2.71038 -1.53530
116 S 5.78061 -3.68496 -0.82416
117 O 6.47567 -4.37409 0.20527
118 O 5.02422 -4.40473 -1.79927
119 O 4.89257 -2.47085 -0.24265
120 H 4.40973 -0.67892 -0.99885
121 H 5.76052 -0.60790 0.14314
122 H 7.16662 -0.76416 -1.92376
123 H 5.72536 -1.45866 -2.74505
124 C -5.73944 -3.17916 5.85722
125 C -5.74189 -1.65108 5.78536
126 O -4.92463 -1.30286 4.67281
127 S -3.74364 -2.38691 4.54223
128 O -2.83201 -2.15237 5.64076
129 O -3.23047 -2.47563 3.22270
130 O -4.72825 -3.62481 4.91106
131 H -6.67932 -3.61278 5.53249
132 H -5.40157 -3.59050 6.80539
133 H -5.42426 -1.09674 6.66698
134 H -6.74337 -1.31307 5.52093
135 C -2.12095 1.12531 4.92320
136 C -1.57278 1.20512 6.33827
137 O -2.43205 2.18398 6.94401
138 S -3.87427 2.26037 6.23844
139 O -4.02791 3.58120 5.74069
140 O -4.87055 1.68190 7.08877
141 O -3.54960 1.26219 5.04225
142 H -1.82342 0.14047 4.56133
143 H -1.79683 1.90591 4.23752
144 H -0.59552 1.68526 6.38568
145 H -1.60494 0.28730 6.92332

Summary:
Highest occupied orbital energy = -10.321 eV
Electronic energy = -168337.311 eV
Energy relative to the best compared isomer or geometry (same formula, charge and spin) = 0.4753 eV
SMILES string = O=S1(=O)OCCO1.O=S1(=O)OCCO1.O=S1(=O)OCCO1.O=S1(=O)OCCO1.O=S1(=O)OCCO1.CCOC(=O)OC.CCOC(=O)OC.CCOC(=O)OC.CCOC(=O)OC.CCOC(=O)OC.CCOC(=O)OC
F_max = 2.52 eV Å⁻¹


Record 2
Here is a molecular structure, C34H69N7O7S7 at a distorted geometry from the Open Molecules 2025 dataset. Energies are from the ωB97M-V functional and the def2-TZVPD basis.

Cartesian coordinates (Å):
1 C 19.89040 -13.52018 13.54070
2 S 21.11806 -12.83330 14.73606
3 O 21.91478 -11.73224 14.06695
4 C 20.07865 -12.16062 16.06586
5 H 19.39101 -12.73571 12.97208
6 H 19.11904 -13.89499 14.21346
7 H 20.26320 -14.19944 12.77406
8 H 19.33268 -11.39944 15.83726
9 H 20.71085 -11.64366 16.78778
10 H 19.59751 -13.04038 16.49320
11 C 19.36168 -15.12795 18.08327
12 S 19.94255 -15.62144 16.38904
13 O 19.21973 -14.76221 15.38057
14 C 21.55760 -14.80137 16.47749
15 H 20.05052 -15.41527 18.87765
16 H 18.43937 -15.67739 18.27188
17 H 19.09926 -14.07559 18.19177
18 H 22.13441 -15.17314 17.32436
19 H 21.35656 -13.73098 16.52151
20 H 22.14942 -14.86058 15.56406
21 C 21.72106 -11.72959 11.85189
22 S 20.86912 -11.63487 10.18244
23 O 21.89964 -12.21681 9.19839
24 C 21.04268 -9.81944 10.02110
25 H 22.67113 -11.19848 11.79366
26 H 21.95250 -12.78062 12.02466
27 H 20.97940 -11.46561 12.60579
28 H 20.73259 -9.25758 10.90216
29 H 20.60811 -9.47452 9.08287
30 H 22.11574 -9.63689 9.96358
31 C 17.94357 -14.13141 11.80571
32 S 17.46656 -15.55600 10.69415
33 O 18.06446 -16.86452 11.28295
34 C 15.64675 -15.62747 11.25151
35 H 18.15421 -13.19023 11.29785
36 H 18.90699 -14.31502 12.28131
37 H 17.21555 -13.91610 12.58784
38 H 15.84098 -16.09953 12.21459
39 H 15.00272 -16.20730 10.59037
40 H 15.30253 -14.59860 11.35665
41 C 17.03583 -11.37145 15.99387
42 S 16.53724 -12.92292 15.00462
43 O 17.44327 -12.90101 13.76345
44 C 17.35517 -14.13732 16.22067
45 H 18.10248 -11.22795 15.82132
46 H 16.92167 -11.60122 17.05324
47 H 16.46202 -10.45553 15.85271
48 H 18.39559 -13.86456 16.39734
49 H 17.41763 -15.07996 15.67696
50 H 16.75691 -14.21636 17.12838
51 C 20.66433 -10.25157 18.39211
52 S 21.58946 -10.10257 16.87426
53 O 22.26242 -8.73750 16.78918
54 C 23.00006 -11.11787 17.30149
55 H 20.50537 -11.24611 18.80891
56 H 19.65697 -9.88445 18.19577
57 H 21.11321 -9.70915 19.22421
58 H 23.70303 -11.06078 16.47042
59 H 22.82588 -12.19375 17.31744
60 H 23.41481 -10.74107 18.23642
61 C 23.48911 -13.31627 15.56487
62 S 23.88194 -14.99194 16.31282
63 O 23.13793 -16.05634 15.41833
64 C 25.58870 -15.23085 15.83864
65 H 22.40398 -13.30452 15.46268
66 H 24.01068 -13.26062 14.60937
67 H 23.77632 -12.44323 16.15088
68 H 25.87260 -16.24578 16.11686
69 H 26.22335 -14.46098 16.27755
70 H 25.69951 -15.26030 14.75469
71 C 20.49204 -7.92088 15.85874
72 C 19.50737 -9.00300 15.67809
73 N 18.74179 -9.83233 15.48305
74 H 20.01221 -6.95036 15.73243
75 H 21.19969 -8.00597 15.03407
76 H 20.97392 -7.93823 16.83628
77 C 19.44757 -14.65410 9.36252
78 C 20.03738 -14.20728 10.60303
79 N 20.58942 -13.90271 11.60928
80 H 20.17587 -14.54922 8.55836
81 H 18.48640 -14.24529 9.05086
82 H 19.29052 -15.73245 9.33844
83 C 19.19395 -16.31770 13.68401
84 C 18.41265 -17.53577 14.03733
85 N 17.86992 -18.50607 14.30975
86 H 18.72608 -15.88571 12.79936
87 H 20.15725 -16.71055 13.35873
88 H 19.30534 -15.64156 14.53166
89 C 23.97260 -11.25440 13.32486
90 C 24.44051 -10.47574 14.46626
91 N 24.85241 -9.89540 15.38174
92 H 23.60272 -10.62152 12.51817
93 H 23.22715 -11.99081 13.62505
94 H 24.80456 -11.76485 12.83971
95 N 22.39276 -13.96302 11.88530
96 C 22.67581 -14.53777 13.12506
97 C 23.95367 -14.94842 13.22724
98 C 24.50911 -14.68951 11.93464
99 C 23.54347 -13.93593 11.20090
100 H 21.51927 -13.53051 11.62065
101 H 21.95108 -14.54565 13.92575
102 H 24.52136 -15.38729 14.03440
103 H 25.51894 -14.87452 11.59941
104 H 23.58415 -13.35669 10.29029
105 N 20.96215 -10.20589 13.87507
106 C 19.94354 -9.60675 13.19385
107 C 20.46835 -8.42040 12.60573
108 C 21.84094 -8.40790 12.81258
109 C 22.13854 -9.57070 13.59805
110 H 20.79266 -10.96741 14.51651
111 H 18.91396 -9.88512 13.36381
112 H 19.96640 -7.65370 12.03423
113 H 22.51922 -7.69705 12.36421
114 H 23.05753 -9.97896 13.99199
115 N 18.41584 -11.91094 20.27094
116 C 17.79613 -10.87258 19.63486
117 C 18.16263 -10.97525 18.25776
118 C 19.02359 -12.05916 18.11048
119 C 19.17244 -12.60785 19.34629
120 H 18.26144 -12.07585 21.25536
121 H 17.15336 -10.13731 20.09597
122 H 18.03557 -10.32425 17.40544
123 H 19.39739 -12.35309 17.14080
124 H 19.83087 -13.41272 19.63791

Summary:
Highest occupied orbital energy = -7.617 eV
Electronic energy = -136929.023 eV
F_max = 19.12 eV Å⁻¹


Record 3
Here is 11 unconnected molecules or ions with the total composition C34H71F3N12O25PS3Si at a distorted geometry from the Open Molecules 2025 dataset. Energies are from the ωB97M-V functional and the def2-TZVPD basis.

Cartesian coordinates (Å):
1 C -3.77031 4.93864 -4.99895
2 Si -1.82643 5.15896 -4.94560
3 C -1.46727 6.60922 -3.72673
4 C -1.29883 5.73787 -6.70871
5 O -1.17817 3.60109 -4.45212
6 C 0.26289 3.67969 -4.15483
7 C 0.61861 3.27891 -2.60539
8 P 1.22118 1.48533 -2.34776
9 C -0.23427 0.50232 -1.50499
10 C -0.01629 -1.12235 -1.53378
11 C 1.32389 -1.65843 -0.75521
12 N 1.15015 -3.14860 -0.51251
13 C 0.74686 -3.45738 0.91228
14 C -0.83179 -3.89430 1.08749
15 C -1.50290 -5.25645 0.39548
16 C -3.10742 -5.66859 0.62457
17 C -4.07555 -4.72970 1.57517
18 C -3.45508 -3.34487 2.27187
19 C -1.87689 -2.96791 2.00034
20 O -1.31079 -1.73886 2.58377
21 C 2.59964 1.57631 -0.98060
22 C 2.09053 2.38983 0.37646
23 C 1.87504 1.42150 1.68643
24 S 1.42394 2.32970 3.26634
25 C 1.48165 1.14415 4.76372
26 S 2.80527 1.36797 5.81860
27 N 0.36393 0.13932 4.92893
28 C 0.85368 -1.23543 5.32301
29 C -0.39252 -2.21177 5.86296
30 O -0.82012 -1.58321 7.15641
31 C -1.52888 -0.36621 6.73114
32 C -0.61570 0.72669 5.92016
33 S 1.84430 0.47230 -4.13255
34 O 2.66449 -0.84640 -3.86439
35 O 2.80035 1.35451 -5.02547
36 C 0.34436 -0.10497 -5.16534
37 F 0.22993 -1.61155 -5.17585
38 F 0.62789 0.28741 -6.57224
39 F -0.94179 0.45779 -4.65740
40 H -4.11016 4.48018 -3.96819
41 H -4.02353 4.18122 -5.86088
42 H -4.22591 5.99382 -5.21914
43 H -0.43181 7.14120 -3.97243
44 H -1.58932 6.33795 -2.58792
45 H -2.29463 7.44014 -3.94815
46 H -0.42294 6.54903 -6.70989
47 H -2.23898 6.31465 -7.16367
48 H -1.07358 4.86037 -7.45540
49 H 0.60789 4.81080 -4.31627
50 H 0.82278 3.05689 -4.97305
51 H -0.31442 3.55307 -1.94510
52 H 1.49284 4.00282 -2.23757
53 H -0.41814 0.93568 -0.41281
54 H -1.21156 0.76475 -2.12500
55 H -0.96857 -1.59731 -1.00242
56 H 0.01156 -1.57275 -2.62338
57 H 1.45782 -1.03650 0.22707
58 H 2.32687 -1.53960 -1.37056
59 H 0.49232 -3.58052 -1.20066
60 H 1.38781 -4.40787 1.23918
61 H 1.00311 -2.59774 1.68069
62 H -0.76691 -5.90655 -0.28353
63 H -3.49044 -6.64287 0.08590
64 H -5.20788 -4.99034 1.78836
65 H -4.16683 -2.68536 2.95292
66 H -2.03678 -1.09468 2.86705
67 H 3.08545 0.53700 -0.74917
68 H 3.46286 2.24702 -1.46016
69 H 2.93870 3.19357 0.61022
70 H 1.07684 2.93493 0.16321
71 H 0.95700 0.69447 1.45459
72 H 2.88046 0.85216 1.87550
73 H 1.65337 -1.25671 6.17670
74 H 1.32565 -1.77527 4.37434
75 H -0.03352 -3.32390 6.06279
76 H -1.32554 -2.18326 5.15566
77 H -1.88345 0.17638 7.73380
78 H -2.50299 -0.62647 6.12688
79 H -1.37334 1.38990 5.27864
80 H -0.00126 1.41844 6.64886
81 C -1.26429 -8.79061 3.68752
82 N -1.08488 -7.61286 2.79616
83 O -0.40293 -7.77281 1.77724
84 O -1.63381 -6.56102 3.14458
85 H -0.72998 -9.64176 3.26010
86 H -0.85435 -8.52937 4.66519
87 H -2.33460 -8.99799 3.74798
88 C 4.57065 -2.80582 7.39839
89 N 3.64067 -3.49637 6.46453
90 O 2.99755 -4.45346 6.91086
91 O 3.58257 -3.05801 5.30974
92 H 4.51946 -3.29463 8.37363
93 H 5.57610 -2.88417 6.98001
94 H 4.25082 -1.76440 7.47169
95 C -6.73601 -5.02424 5.34211
96 N -6.81801 -4.72562 3.88680
97 O -7.05194 -5.67260 3.12696
98 O -6.64525 -3.54889 3.54837
99 H -6.90711 -6.09212 5.49378
100 H -5.73715 -4.74177 5.68064
101 H -7.50677 -4.43514 5.84323
102 C 1.10769 7.81323 -10.41225
103 N 0.45837 7.80676 -9.07354
104 O 1.02050 7.17020 -8.17485
105 O -0.59735 8.44101 -8.96273
106 H 2.02247 7.21867 -10.36403
107 H 0.40201 7.37825 -11.12283
108 H 1.33515 8.85129 -10.66306
109 C 3.60524 3.89427 -7.17419
110 N 3.52324 4.19288 -8.62949
111 O 3.28932 3.24590 -9.38933
112 O 3.69600 5.36961 -8.96792
113 H 3.43415 2.82639 -7.02251
114 H 4.60410 4.17673 -6.83565
115 H 2.83449 4.48336 -6.67307
116 C 6.18213 4.22580 2.65347
117 N 5.25215 3.53525 1.71960
118 O 4.60903 2.57816 2.16593
119 O 5.19405 3.97361 0.56481
120 H 6.13094 3.73699 3.62870
121 H 7.18758 4.14745 2.23508
122 H 5.86230 5.26722 2.72676
123 C -10.47734 -5.41978 2.09212
124 N -11.12666 -5.42625 3.43083
125 O -10.56453 -6.06281 4.32951
126 O -12.18238 -4.79200 3.54164
127 H -9.56256 -6.01434 2.14034
128 H -11.18302 -5.85476 1.38153
129 H -10.24988 -4.38172 1.84131
130 C 1.61620 -1.56897 -8.75608
131 N 2.13504 -2.78244 -9.44319
132 O 2.19262 -3.82598 -8.78247
133 O 2.46983 -2.65303 -10.62651
134 H 1.36161 -1.82789 -7.72613
135 H 2.40468 -0.81410 -8.78035
136 H 0.73019 -1.23572 -9.30027
137 C 11.20594 4.58346 2.31120
138 N 9.78061 4.17909 2.44806
139 O 9.01287 4.49202 1.53073
140 O 9.47281 3.55887 3.47259
141 H 11.33234 5.11825 1.36745
142 H 11.44742 5.23078 3.15665
143 H 11.80912 3.67338 2.32259
144 C -4.53048 -1.92828 7.70206
145 N -5.32234 -2.53605 6.59871
146 O -4.72485 -2.78979 5.54636
147 O -6.52145 -2.74126 6.82032
148 H -3.49763 -1.80516 7.36933
149 H -4.97868 -0.96027 7.93483
150 H -4.58219 -2.60589 8.55669

Summary:
Highest occupied orbital energy = -9.466 eV
Electronic energy = -163247.632 eV
Total charge = +1
F_max = 10.51 eV Å⁻¹